Record 1
Formula: C22H20NO5PTa
Source: the OMol25 dataset
Level of theory: the ωB97M-V functional and the def2-TZVPD basis

As for the HOMO energy: -17.20 eV. As for the net charge: +3. As for the relative energy (zero: lowest compared OMol25 entry of this formula, charge and spin): 0.0 kJ/mol.

```
50
Properties=species:S:1:pos:R:3:forces:R:3
Ta -0.085 0.249 -0.555 1.2 0.4 0.1
O 0.939 -3.733 -1.251 0.0 -0.1 0.1
C 0.728 -2.636 -0.672 -0.1 0.8 0.2
O 0.147 -1.645 -1.217 -0.5 -0.4 -0.4
C 1.160 -2.463 0.757 0.0 -0.5 0.3
O 0.903 -1.114 1.189 -0.5 0.3 -1.1
C 1.954 -0.416 1.919 0.0 0.0 0.5
C 2.169 0.964 1.320 0.0 0.0 -0.1
O 2.725 1.884 1.770 0.1 -0.2 0.1
O 1.508 1.017 0.069 -1.2 0.4 -0.2
H 0.609 -3.801 -2.174 0.0 0.0 0.0
H 0.559 -3.166 1.348 0.1 0.1 0.1
H 2.211 -2.747 0.860 0.0 0.1 0.0
H 1.621 -0.275 2.949 0.0 -0.1 0.0
H 2.882 -0.990 1.924 0.0 0.0 -0.1
N -1.695 0.884 -0.119 1.5 -1.1 0.5
P -2.339 2.218 0.664 -1.5 1.2 0.7
C -4.057 2.321 0.252 0.0 -0.4 -0.5
C -4.752 1.273 -0.359 0.2 -0.2 0.0
C -6.089 1.432 -0.678 0.0 -0.2 0.0
C -6.738 2.623 -0.409 0.0 0.2 0.2
C -6.049 3.667 0.207 -0.1 0.0 -0.1
C -4.713 3.516 0.526 0.1 0.4 0.1
C -1.409 3.588 -0.004 0.4 -0.3 0.0
C -0.999 3.516 -1.348 0.1 -0.2 0.0
C -0.256 4.548 -1.901 0.2 -0.1 0.0
C 0.080 5.650 -1.125 -0.1 0.0 0.1
C -0.337 5.730 0.199 0.0 -0.1 -0.1
C -1.065 4.691 0.770 -0.2 0.1 0.0
C -2.145 2.125 2.428 0.5 -0.2 -0.2
C -3.240 1.864 3.251 -0.1 -0.1 0.0
C -3.054 1.780 4.624 0.0 0.0 0.0
C -1.791 1.951 5.170 0.0 0.0 0.0
C -0.693 2.210 4.352 0.0 0.0 -0.1
C -0.868 2.305 2.984 0.0 -0.1 0.0
H -4.273 0.330 -0.588 0.1 0.0 0.1
H -6.641 0.609 -1.110 0.1 0.0 -0.1
H -7.783 2.720 -0.671 0.0 0.1 0.0
H -6.541 4.605 0.424 0.0 0.0 0.0
H -4.168 4.350 0.956 -0.1 0.0 0.1
H -1.317 2.690 -1.986 -0.2 0.1 -0.1
H 0.053 4.500 -2.937 0.0 0.0 0.0
H 0.666 6.451 -1.555 0.0 0.0 0.0
H -0.090 6.601 0.791 0.0 0.0 0.0
H -1.369 4.758 1.806 0.0 0.0 0.0
H -4.229 1.725 2.836 0.0 0.0 0.0
H -3.902 1.586 5.267 0.0 0.0 0.0
H -1.657 1.899 6.243 0.0 0.0 0.0
H 0.284 2.373 4.788 0.0 0.0 0.0
H -0.022 2.578 2.357 0.0 0.0 0.0
```
Forces are in eV/Å.

Record 2
Formula: C22H21BF2N2ORh
Source: the OMol25 dataset
Level of theory: the ωB97M-V functional and the def2-TZVPD basis

As for the HOMO energy: -11.71 eV. As for the net charge: +1. As for the relative energy (zero: lowest compared OMol25 entry of this formula, charge and spin): 78.2 kJ/mol.

```
50
Properties=species:S:1:pos:R:3:forces:R:3
Rh 1.431 1.152 0.225 0.2 -0.3 0.3
C -3.154 3.993 -0.754 0.0 0.1 0.0
C -2.763 2.922 0.030 0.1 -0.1 0.0
C -1.423 2.564 0.088 -0.2 -0.1 0.2
C -0.493 3.293 -0.629 0.4 -0.3 0.0
C -0.870 4.366 -1.420 0.0 0.2 -0.2
C -2.208 4.713 -1.477 0.0 0.0 0.0
N 0.893 2.895 -0.520 -0.2 0.3 0.1
N 1.753 3.637 -1.030 0.1 0.1 0.0
C 3.049 3.199 -0.764 -0.3 0.4 -0.2
C 4.150 3.897 -1.231 0.2 0.1 0.0
C 5.412 3.465 -0.848 -0.1 0.0 0.0
C 5.534 2.369 -0.003 -0.1 -0.1 0.1
C 4.409 1.671 0.450 0.1 -0.1 0.0
C 3.152 2.068 0.042 0.1 -0.4 0.1
H -4.197 4.275 -0.802 0.0 0.0 0.0
H -3.495 2.368 0.601 0.0 0.0 0.0
H -1.094 1.738 0.706 -0.1 0.0 0.0
H -0.121 4.914 -1.975 0.0 0.0 0.0
H -2.515 5.551 -2.087 0.0 0.0 0.0
H 4.007 4.754 -1.878 0.0 0.0 0.0
H 6.294 3.988 -1.191 0.0 0.0 0.0
H 6.517 2.047 0.316 0.0 0.0 0.0
H 4.533 0.829 1.123 0.0 0.0 -0.1
F 1.523 0.572 2.968 0.1 -0.1 0.0
B 1.601 1.602 2.133 -0.1 0.6 -0.3
F 1.787 2.807 2.622 -0.1 0.0 0.1
C -2.978 -6.155 -0.753 0.0 0.1 0.0
C -2.254 -4.920 -0.300 0.0 0.0 0.0
C -1.792 -3.981 -1.221 0.0 0.0 0.0
C -1.147 -2.826 -0.827 0.0 0.0 -0.1
C -0.697 -1.870 -1.898 0.0 0.0 0.0
C -0.928 -2.613 0.564 0.0 0.0 0.0
C -0.264 -1.448 1.055 0.1 0.2 0.1
O 0.100 -0.475 0.369 -0.2 -0.4 -0.3
C -1.371 -3.575 1.512 0.0 0.0 0.1
C -1.200 -3.455 3.008 0.0 0.0 0.0
C -2.033 -4.697 1.054 0.0 -0.1 0.0
H -3.068 -6.194 -1.837 0.0 0.0 0.0
H -3.979 -6.186 -0.321 0.0 0.0 0.0
H -2.453 -7.049 -0.415 0.0 0.0 0.0
H -1.947 -4.161 -2.278 0.0 0.0 0.0
H -0.984 -2.255 -2.875 0.0 0.0 0.0
H 0.386 -1.744 -1.885 0.0 0.0 0.0
H -1.142 -0.884 -1.771 0.0 0.0 0.0
H -0.055 -1.395 2.126 0.0 0.0 0.0
H -0.442 -2.750 3.335 0.0 -0.1 0.0
H -0.933 -4.428 3.418 0.0 0.0 0.0
H -2.145 -3.159 3.466 0.0 0.0 0.0
H -2.384 -5.429 1.773 0.0 0.0 0.0
```
Forces are in eV/Å.

Record 3
Formula: C22H21Br3N4O2
Source: the OMol25 dataset
Level of theory: the ωB97M-V functional and the def2-TZVPD basis

As for the HOMO energy: -9.39 eV.

```
52
Properties=species:S:1:pos:R:3:forces:R:3
C -14.494 -5.964 24.592 0.6 -0.3 0.8
Br -15.630 -7.451 24.104 0.2 0.5 0.0
Br -12.598 -6.506 24.569 -0.6 0.2 -0.2
Br -14.895 -5.315 26.385 -0.1 -0.1 -0.4
H -14.617 -5.117 23.933 -0.1 -0.3 -0.3
C -12.411 -6.980 20.682 0.2 -0.3 1.0
C -11.445 -7.874 21.150 0.0 0.2 -0.4
C -10.711 -8.633 20.257 -0.1 0.1 -0.1
C -10.956 -8.473 18.890 -0.1 0.5 1.2
C -11.875 -7.547 18.430 -0.1 -0.1 -0.4
C -12.617 -6.796 19.335 0.3 0.0 -0.4
N -10.204 -9.269 17.951 -0.1 -1.0 -1.0
O -10.547 -9.255 16.782 -0.2 0.5 -0.1
O -9.304 -9.979 18.347 0.3 0.1 0.7
H -12.987 -6.461 21.438 -0.1 0.3 -0.2
H -11.237 -7.929 22.209 -0.1 -0.2 0.0
H -9.975 -9.336 20.619 0.0 0.0 -0.2
H -12.021 -7.441 17.364 0.0 0.0 0.0
H -13.292 -6.036 18.972 -0.2 -0.1 0.0
N -7.029 -10.858 13.753 -0.1 -0.3 1.1
C -5.900 -11.332 14.292 0.2 0.0 -0.7
C -5.391 -10.965 15.531 -1.0 0.0 0.1
C -6.188 -10.118 16.289 0.5 1.0 0.3
C -7.364 -9.585 15.781 0.2 -1.3 0.0
C -7.767 -10.070 14.545 0.0 0.9 -0.9
H -5.378 -12.028 13.642 0.2 0.0 0.1
H -4.468 -11.353 15.933 0.1 -0.1 -0.2
H -5.846 -9.750 17.251 0.0 -0.3 0.1
H -7.992 -8.965 16.397 -0.1 0.2 -0.2
H -8.677 -9.694 14.090 -0.1 -0.1 0.1
N -6.177 -8.685 23.344 0.0 -0.7 0.5
C -4.870 -8.413 23.367 -0.5 0.4 -0.3
C -4.125 -8.179 22.220 0.2 -0.8 0.4
C -4.716 -8.476 21.001 -0.2 -0.1 -0.2
C -6.043 -8.879 20.972 -0.3 0.6 0.4
C -6.754 -8.946 22.181 0.6 0.8 -0.8
H -4.436 -8.331 24.355 0.1 0.2 0.0
H -3.093 -7.886 22.356 0.0 0.0 -0.4
H -4.198 -8.423 20.052 0.2 0.3 0.1
H -6.546 -8.940 20.016 -0.1 -0.5 0.1
H -7.826 -9.092 22.181 -0.1 -0.2 0.1
N -15.570 -5.012 21.334 0.0 0.6 0.3
C -16.260 -5.919 20.654 0.1 -0.7 0.5
C -17.043 -5.683 19.540 0.2 0.5 0.6
C -17.088 -4.373 19.075 -0.1 -0.7 -0.1
C -16.298 -3.417 19.709 -0.2 -0.1 0.0
C -15.612 -3.759 20.877 -0.1 -0.2 -1.1
H -16.227 -6.924 21.066 0.1 0.0 0.0
H -17.591 -6.533 19.161 -0.2 0.3 -0.4
H -17.755 -4.167 18.248 0.3 0.4 -0.1
H -16.203 -2.430 19.280 -0.2 0.1 0.2
H -15.062 -2.983 21.393 0.1 -0.1 0.2
```
Forces are in eV/Å.

Record 4
Formula: C22H21BrClN4O6STl
Source: the OMol25 dataset
Level of theory: the ωB97M-V functional and the def2-TZVPD basis

As for the HOMO energy: -2.77 eV. As for the net charge: -2. As for the relative energy (zero: lowest compared OMol25 entry of this formula, charge and spin): 80.2 kJ/mol.

```
57
Properties=species:S:1:pos:R:3:forces:R:3
Tl 0.558 -0.066 1.201 -0.2 0.1 -0.2
Br 3.834 -0.862 -1.294 0.2 0.0 0.0
C 2.965 -2.302 -0.412 -0.2 -0.3 -0.1
C 3.747 -3.288 0.164 0.0 0.0 0.0
C 3.081 -4.379 0.705 0.0 0.1 -0.1
C 1.701 -4.426 0.644 -0.1 -0.1 0.0
C 1.007 -3.353 0.089 -0.2 0.0 0.1
N 1.648 -2.304 -0.436 0.2 0.1 -0.1
C -0.538 -3.313 0.164 0.3 -0.1 0.1
O -1.134 -4.237 -0.403 0.0 0.0 0.0
O -0.980 -2.373 0.868 0.0 0.0 -0.2
H 4.823 -3.203 0.182 0.0 0.0 0.0
H 3.650 -5.186 1.153 0.0 0.0 0.0
H 1.138 -5.267 1.025 0.0 0.0 0.0
O 0.476 1.685 3.445 0.4 0.1 0.1
N 1.125 2.747 3.330 -0.6 0.2 0.1
C 2.403 2.696 2.949 0.4 -0.1 -0.2
C 3.097 3.923 2.806 0.0 0.3 0.1
N 3.696 4.905 2.700 0.0 0.0 0.0
C 3.164 1.511 2.740 -0.2 -0.4 0.3
N 3.763 0.528 2.659 0.1 0.1 -0.1
C 2.415 2.069 -5.904 -0.2 -0.1 0.1
C 1.334 1.807 -4.855 0.2 0.0 0.0
C 1.914 1.863 -3.451 -0.5 -0.2 0.1
S 0.620 1.676 -2.111 1.2 0.4 -0.7
O 1.510 1.290 -0.971 -0.3 0.0 0.4
C 0.278 3.486 -1.952 -0.4 -0.2 0.2
C 0.921 4.061 -0.699 0.3 -0.1 0.0
C 2.408 4.364 -0.876 -0.2 0.0 0.1
H 2.010 1.996 -6.916 0.1 0.0 0.0
H 3.219 1.338 -5.798 0.0 0.0 -0.1
H 2.846 3.063 -5.769 0.0 0.0 -0.1
H 0.900 0.819 -5.024 -0.1 0.1 0.0
H 0.532 2.544 -4.961 0.0 0.0 0.0
H 2.469 2.789 -3.293 -0.1 0.0 0.2
H 2.590 1.024 -3.276 -0.1 0.0 0.1
H -0.808 3.553 -1.894 -0.1 0.0 0.1
H 0.628 3.985 -2.859 0.0 0.0 0.0
H 0.801 3.333 0.105 -0.1 0.1 0.1
H 0.391 4.970 -0.404 -0.1 -0.1 -0.1
H 2.956 3.440 -1.058 0.1 0.0 0.0
H 2.812 4.827 0.025 0.1 0.0 0.0
H 2.565 5.048 -1.717 0.1 0.0 0.0
Cl -4.723 0.227 5.556 -0.1 -0.1 0.2
C -4.030 0.686 4.018 0.1 0.0 -0.2
C -3.281 -0.230 3.305 0.0 -0.1 0.0
C -2.753 0.140 2.077 0.0 0.1 0.0
C -2.964 1.420 1.576 0.1 0.0 -0.1
C -3.721 2.323 2.311 0.0 0.0 0.1
C -4.258 1.965 3.537 0.0 0.0 0.0
C -2.371 1.854 0.240 0.3 -0.1 -0.2
O -2.993 2.708 -0.410 0.1 0.1 0.0
O -1.270 1.307 -0.085 -0.2 0.1 0.1
H -3.103 -1.224 3.693 0.0 0.0 0.0
H -2.194 -0.588 1.501 0.0 0.0 0.0
H -3.881 3.316 1.913 0.0 0.0 -0.1
H -4.847 2.661 4.119 0.0 0.0 0.0
```
Forces are in eV/Å.